Entry 1:
{
  "formula": "C28H66HgN8O10",
  "method": "ωB97M-V/def2-TZVPD",
  "homo_ev": -7.0,
  "total_energy_ha": -2450.28288,
  "fmax_ev_per_a": 4.270,
  "homo_lumo_gap_ev": 6.9529,
  "symbols": ["Hg", "O", "O", "O", "O", "O", "O", "O", "O", "O", "O", "N", "N", "N", "N", "N", "N", "N", "N", "C", "C", "C", "C", "C", "C", "C", "C", "C", "C", "C", "C", "C", "C", "C", "C", "C", "C", "C", "C", "C", "C", "C", "C", "C", "C", "C", "C", "H", "H", "H", "H", "H", "H", "H", "H", "H", "H", "H", "H", "H", "H", "H", "H", "H", "H", "H", "H", "H", "H", "H", "H", "H", "H", "H", "H", "H", "H", "H", "H", "H", "H", "H", "H", "H", "H", "H", "H", "H", "H", "H", "H", "H", "H", "H", "H", "H", "H", "H", "H", "H", "H", "H", "H", "H", "H", "H", "H", "H", "H", "H", "H", "H", "H"],
  "positions_angstrom": [[0.221, 0.293, 0.961], [-0.514, 1.617, -0.826], [1.273, -0.239, 2.930], [3.137, -1.680, -4.355], [-5.826, -1.242, 2.474], [-1.191, 1.129, 2.556], [-0.880, -1.801, 0.557], [2.197, -0.748, 0.365], [3.639, 3.514, -3.787], [1.402, 2.172, 1.460], [-3.460, -0.347, -6.113], [-2.051, 2.322, 4.227], [1.230, -2.793, -3.766], [4.287, -1.632, 0.532], [-3.646, -1.597, 2.753], [3.133, 3.340, 2.347], [-4.142, -0.998, -4.109], [1.431, -1.886, 4.531], [2.074, 1.956, -3.326], [2.818, 3.484, -1.475], [-3.091, -0.455, -3.212], [-0.974, 2.854, -1.334], [2.304, 0.324, 5.021], [-4.386, -0.580, 0.629], [0.741, -2.918, 3.768], [-1.263, -3.084, 0.072], [-1.035, 2.054, 5.262], [-2.021, 1.893, 2.985], [1.884, 3.244, 1.925], [2.430, -2.694, -4.399], [2.904, -3.899, -5.141], [0.988, 4.412, 2.174], [-4.281, -0.959, -5.405], [-4.689, -1.137, 2.060], [2.906, 2.956, -2.966], [4.181, 2.285, 2.102], [3.820, -0.124, -1.285], [1.578, -0.639, 4.036], [3.378, -0.895, -0.062], [-1.417, 3.011, -2.771], [-3.206, 2.432, 2.154], [-3.681, -2.067, 4.119], [0.659, -1.704, -2.973], [4.089, -2.326, 1.805], [-1.511, -4.073, 1.251], [-5.526, -1.549, -6.099], [1.900, 1.531, -4.667], [-3.402, -0.114, 0.660], [3.849, -3.628, -5.610], [0.344, -2.446, 2.869], [-4.301, -1.443, 4.762], [-0.154, 2.577, 4.892], [1.971, 1.323, 4.739], [-4.150, -3.051, 4.138], [3.390, 0.278, 4.941], [-4.366, -1.393, -0.097], [-5.740, -2.573, -5.794], [-2.842, 2.468, 1.128], [0.605, -3.582, -3.844], [-2.649, -2.186, 4.450], [4.163, 1.640, 2.981], [-5.023, -1.752, -7.045], [-1.762, 3.178, -0.654], [3.275, -3.044, 1.712], [1.169, 5.246, 1.496], [-2.727, -1.447, 2.362], [5.004, -2.885, 2.003], [1.422, -3.713, 3.465], [3.826, 3.734, -1.145], [1.021, 2.052, -5.045], [-0.742, 2.645, -3.545], [3.835, -1.614, 2.591], [-2.885, 2.839, 4.467], [3.441, 4.231, 2.710], [-0.545, -3.458, -0.657], [1.324, 1.677, -2.709], [4.408, -0.775, -1.932], [-2.291, -0.128, -3.877], [-4.052, 1.746, 2.194], [0.708, -1.943, -1.911], [1.892, -2.159, 5.387], [2.087, 4.293, -1.489], [-1.300, 2.470, 6.234], [-0.220, 3.634, -1.235], [-1.454, 4.075, -3.001], [-2.186, -2.935, -0.489], [2.926, 0.167, -1.836], [-0.517, -4.286, 1.644], [1.197, 4.788, 3.175], [2.714, 1.742, -5.361], [-1.925, -4.983, 0.815], [-0.788, 0.997, 5.166], [0.936, -0.695, -3.280], [-0.025, -3.401, 4.374], [5.181, 2.594, 1.800], [-3.574, 3.389, 2.524], [2.210, -4.027, -5.972], [-5.172, 0.091, 0.283], [-2.208, -3.733, 2.017], [-0.073, 4.164, 2.173], [-6.325, -0.811, -6.173], [5.168, -1.774, 0.060], [-0.416, -1.874, -3.038], [3.884, 1.644, 1.272], [-2.682, -1.166, -2.494], [-2.418, 2.595, -2.891], [2.918, -4.795, -4.520], [-4.774, -1.608, -3.610], [-3.462, 0.399, -2.646], [2.519, 2.644, -0.848], [1.579, 0.489, -4.694], [4.401, 0.770, -1.059], [1.967, 0.083, 6.029]]
}


Entry 2:
{
  "formula": "C28H67N3O9",
  "method": "ωB97M-V/def2-TZVPD",
  "homo_ev": -8.2,
  "total_energy_ha": -1948.28771,
  "fmax_ev_per_a": 1.971,
  "homo_lumo_gap_ev": 8.4626,
  "symbols": ["O", "O", "O", "O", "O", "O", "O", "O", "O", "N", "N", "N", "C", "C", "C", "C", "C", "C", "C", "C", "C", "C", "C", "C", "C", "C", "C", "C", "C", "C", "C", "C", "C", "C", "C", "C", "C", "C", "C", "C", "H", "H", "H", "H", "H", "H", "H", "H", "H", "H", "H", "H", "H", "H", "H", "H", "H", "H", "H", "H", "H", "H", "H", "H", "H", "H", "H", "H", "H", "H", "H", "H", "H", "H", "H", "H", "H", "H", "H", "H", "H", "H", "H", "H", "H", "H", "H", "H", "H", "H", "H", "H", "H", "H", "H", "H", "H", "H", "H", "H", "H", "H", "H", "H", "H", "H", "H"],
  "positions_angstrom": [[-20.555, 2.180, -26.610], [-24.231, 2.013, -31.209], [-22.088, 1.808, -29.023], [-26.909, 2.250, -22.406], [-16.994, 4.112, -25.951], [-26.421, 5.291, -29.592], [-17.173, -2.186, -27.995], [-23.881, 5.977, -28.484], [-17.506, 7.063, -25.294], [-25.310, -1.034, -23.002], [-24.588, 0.827, -31.886], [-18.521, -2.563, -27.900], [-25.924, -1.170, -32.034], [-28.165, 2.734, -22.010], [-24.215, -0.634, -33.791], [-18.246, 4.765, -25.794], [-19.221, -0.347, -28.568], [-25.087, 1.011, -24.270], [-18.168, -5.011, -28.496], [-19.352, -1.856, -28.837], [-25.229, 5.301, -30.363], [-21.029, -3.693, -28.450], [-21.601, 3.012, -27.051], [-18.017, -4.163, -26.168], [-25.417, 0.446, -22.901], [-20.199, -4.221, -27.297], [-23.268, 1.642, -33.745], [-18.218, 5.927, -24.847], [-24.755, -0.592, -29.841], [-26.789, 0.847, -22.412], [-20.830, -2.193, -28.590], [-25.457, -0.060, -31.101], [-26.681, 0.759, -30.697], [-22.683, 2.324, -27.832], [-23.614, 0.433, -32.869], [-24.298, 6.354, -29.833], [-24.882, -1.739, -32.954], [-18.707, -3.959, -27.514], [-22.273, -0.081, -32.304], [-18.989, -2.090, -30.317], [-21.773, 0.709, -31.740], [-26.418, 1.610, -30.064], [-24.860, 2.663, -31.542], [-25.310, -2.492, -33.620], [-26.767, 4.395, -29.617], [-18.974, -3.139, -30.603], [-27.591, 0.358, -22.991], [-27.250, 1.086, -31.563], [-21.967, 3.534, -26.165], [-23.393, 6.423, -30.427], [-20.689, -4.208, -29.360], [-24.609, 5.459, -28.126], [-28.067, 3.799, -21.820], [-20.546, -3.869, -26.317], [-22.701, 1.287, -34.605], [-23.388, 3.135, -28.056], [-22.432, 0.923, -29.170], [-23.159, 1.509, -27.283], [-26.418, -1.966, -31.466], [-25.465, 5.515, -31.414], [-16.946, -3.961, -26.160], [-23.387, -1.103, -34.324], [-21.471, -1.781, -29.366], [-24.087, -2.255, -32.404], [-19.261, 6.196, -24.646], [-23.709, -0.779, -30.084], [-25.870, -1.328, -23.800], [-28.922, 2.559, -22.787], [-21.074, -1.760, -27.611], [-25.022, 2.094, -24.348], [-24.634, 0.752, -22.204], [-22.676, 2.359, -33.178], [-25.147, -1.563, -29.535], [-25.768, -1.468, -22.204], [-24.790, 7.315, -29.679], [-17.005, -1.671, -27.198], [-24.936, -0.208, -34.490], [-20.394, -5.296, -27.193], [-20.124, 1.798, -27.386], [-16.600, 6.984, -24.986], [-19.687, -1.562, -30.974], [-19.034, 4.127, -25.376], [-18.606, 5.110, -26.768], [-26.920, 0.447, -21.387], [-24.666, 4.363, -30.306], [-19.395, -0.149, -27.510], [-22.083, -3.988, -28.415], [-26.761, -0.783, -32.628], [-18.629, -5.027, -29.487], [-18.042, -1.584, -30.528], [-27.288, 0.135, -30.029], [-24.172, 2.150, -34.087], [-21.250, 3.817, -27.718], [-18.432, -3.461, -25.434], [-19.948, 0.204, -29.167], [-17.131, -4.767, -28.762], [-16.689, 4.311, -26.838], [-25.963, 0.810, -24.921], [-22.432, -0.917, -31.616], [-24.286, 0.484, -24.783], [-18.234, -0.009, -28.889], [-24.795, 0.145, -29.039], [-28.534, 2.235, -21.103], [-18.233, -5.994, -28.036], [-17.843, 5.620, -23.861], [-21.636, -0.488, -33.089], [-18.215, -5.156, -25.758]]
}


Entry 3:
{
  "formula": "C28H68Br2O18P4V",
  "method": "ωB97M-V/def2-TZVPD",
  "homo_ev": [-4.6, -7.2],
  "total_energy_ha": -9919.91295,
  "multiplicity": 4,
  "fmax_ev_per_a": 4.089,
  "homo_lumo_gap_ev": [5.2559, 7.7599],
  "s_squared": 3.754,
  "symbols": ["Br", "Br", "V", "P", "P", "P", "P", "O", "O", "O", "O", "O", "O", "O", "O", "O", "O", "O", "O", "O", "O", "O", "O", "O", "O", "C", "C", "C", "C", "C", "C", "C", "C", "C", "C", "C", "C", "C", "C", "C", "C", "C", "C", "C", "C", "C", "C", "C", "C", "C", "C", "C", "C", "H", "H", "H", "H", "H", "H", "H", "H", "H", "H", "H", "H", "H", "H", "H", "H", "H", "H", "H", "H", "H", "H", "H", "H", "H", "H", "H", "H", "H", "H", "H", "H", "H", "H", "H", "H", "H", "H", "H", "H", "H", "H", "H", "H", "H", "H", "H", "H", "H", "H", "H", "H", "H", "H", "H", "H", "H", "H", "H", "H", "H", "H", "H", "H", "H", "H", "H", "H"],
  "positions_angstrom": [[-0.626, -1.504, -6.749], [-2.940, 0.911, -4.289], [0.271, -0.323, -0.206], [-3.117, 0.820, 0.601], [0.858, 2.480, -2.389], [0.151, -3.334, 1.556], [1.647, 1.631, 2.670], [0.368, 1.378, -1.485], [2.072, -0.990, -0.748], [-3.733, 0.317, 1.973], [-3.852, 0.060, -0.539], [1.892, 0.861, 4.021], [0.164, 2.429, -3.788], [0.037, -4.514, 0.538], [1.659, -3.319, 2.006], [-3.818, 2.177, 0.619], [-0.627, -3.755, 2.831], [2.991, 2.278, 2.303], [2.402, 2.458, -2.628], [0.544, 3.908, -1.917], [-0.299, -1.421, -1.681], [0.780, 2.806, 3.134], [1.155, 0.706, 1.567], [-0.367, -2.014, 1.132], [-1.603, 0.824, 0.536], [-0.802, -4.324, -0.682], [0.084, 5.695, -0.387], [-2.968, -0.708, 2.776], [3.954, -3.342, 2.252], [0.650, 3.346, -4.832], [-0.637, 2.629, 3.373], [-0.332, -4.971, 3.552], [-1.417, -0.334, -4.198], [3.014, 1.121, -2.868], [1.982, -1.993, -1.776], [-3.294, -1.212, -0.918], [4.470, 1.499, -3.039], [-0.437, -0.116, -5.324], [0.673, -1.697, -2.610], [3.383, -0.917, 4.955], [2.862, -3.273, 1.263], [-0.481, 3.970, -5.586], [-2.183, -4.928, -0.459], [-1.363, 3.673, 2.611], [-4.462, -1.946, -1.501], [2.204, -0.553, 3.948], [-1.291, -5.050, 4.731], [4.458, 0.902, 0.861], [0.658, 4.298, -0.514], [-3.491, -0.678, 4.202], [-4.715, 2.981, -1.492], [3.539, 2.080, 0.898], [-3.589, 3.050, -0.564], [3.800, -1.916, 4.861], [2.924, -2.149, -2.321], [0.615, -0.199, -5.009], [-2.346, -5.087, 4.515], [-5.652, 3.257, -0.954], [-3.166, 0.260, 4.621], [-3.408, 4.063, -0.213], [4.158, -0.222, 4.733], [-2.776, -5.014, -1.394], [2.926, -2.355, 0.682], [2.850, 0.458, -2.009], [-2.756, -4.257, 0.203], [4.773, 2.131, -2.206], [-0.851, -3.260, -0.886], [-4.205, -2.956, -1.823], [-1.157, -4.218, 5.429], [-2.464, -1.080, -1.612], [-0.609, 0.834, -5.830], [0.284, 5.985, 0.654], [1.730, 4.435, -0.261], [5.160, 0.662, -3.085], [1.250, 2.757, -5.512], [4.943, -3.419, 1.765], [-0.197, 4.248, -6.617], [-0.930, -0.059, -3.238], [2.948, -4.131, 0.609], [-1.260, 3.167, -5.662], [-1.021, 4.678, 2.879], [-0.701, 2.703, 4.467], [-5.063, -1.434, -2.250], [3.939, -4.245, 2.861], [-1.192, 3.539, 1.559], [-2.016, -5.893, 0.064], [-0.956, 1.611, 3.035], [-2.414, 3.546, 2.873], [0.645, 6.390, -1.033], [-4.585, -0.765, 4.220], [-0.941, 5.777, -0.696], [-4.733, 1.995, -2.000], [4.101, 2.972, 0.676], [-3.188, -1.653, 2.258], [0.866, -0.802, -3.192], [-1.159, -5.982, 5.266], [0.347, -2.517, -3.286], [-2.734, 2.622, -1.085], [2.677, 1.909, 0.259], [-0.431, -5.820, 2.842], [0.208, 3.560, 0.134], [-3.043, -1.789, -0.037], [-4.595, 3.671, -2.296], [-0.999, 4.760, -5.039], [-1.893, -0.543, 2.747], [5.430, 1.025, 1.318], [-5.203, -2.137, -0.712], [4.632, 2.135, -3.899], [1.297, 4.153, -4.418], [-3.043, -1.511, 4.779], [2.516, 0.720, -3.718], [0.721, -4.955, 3.882], [2.529, -0.820, 2.973], [3.980, 0.090, 1.416], [-0.267, -4.829, -1.462], [4.056, -2.475, 2.928], [1.907, -2.967, -1.274], [3.142, -0.747, 5.989], [-1.835, -1.343, -4.163], [1.293, -1.144, 4.085], [4.659, 0.508, -0.128]]
}